(1)
This record from the OMol25 dataset describes a molecular structure, C18H35N7O6Si2. The level of theory is the ωB97M-V functional and the def2-TZVPD basis.

Output
- DFT total energy (eV) = -57701.073
- HOMO energy (eV) = -8.764
- charge = 0

Cartesian coordinates (Å):
O: -0.17412 5.25724 -0.10396
N: -4.80784 -1.99594 -1.82515
C: 4.74758 3.04092 0.83851
C: -2.03662 3.08496 1.89479
C: -1.06805 2.27197 2.72153
H: -0.31375 -6.45027 0.47569
H: 0.91399 0.98830 6.75252
H: 1.33700 6.40379 -0.89132
H: 4.12220 0.08284 -0.31928
Si: 1.48185 4.26200 -2.06954
O: 1.68764 2.66341 -1.61465
N: -6.39330 -8.80555 -5.32396
N: 2.97964 2.24017 4.73807
H: -1.53351 -1.17550 -2.26015
O: 2.59029 -0.44506 -1.53377
O: -1.54504 4.31036 1.38359
H: 2.64608 4.73570 -2.85408
C: 4.85739 2.87501 2.32628
H: -1.51072 -5.14342 0.42381
H: -0.30074 2.89757 3.16500
C: -2.06979 -6.90179 -0.56367
H: 0.07099 1.18210 5.20290
H: -6.17899 -9.58117 -2.28657
H: 6.68184 3.82941 0.57810
N: 1.19714 -0.40644 -1.50115
H: -0.58997 1.15407 1.09891
H: 0.06297 3.33504 0.51101
Si: 3.19040 2.23193 -1.08994
N: 3.59174 3.15371 0.31877
H: 3.97925 3.29034 2.76857
H: -1.77596 -6.54644 1.47471
C: -2.19664 -0.31333 -2.21796
H: 4.14712 2.34275 -2.21208
H: -4.92059 -4.83531 -3.16495
O: -0.43981 1.18493 2.05876
C: 1.99537 1.98434 5.26701
H: 0.43326 4.60796 1.71575
N: -2.61424 -7.44111 -1.41323
H: 0.25689 4.28322 -2.89218
H: 0.26846 2.57310 6.28616
H: 5.73332 3.39637 2.68351
C: 6.04448 3.10223 0.09725
H: -2.36321 0.05750 -3.22732
C: -1.37531 -6.21866 0.51850
H: -3.49242 -4.02813 -3.83455
C: -0.23782 4.29172 0.91476
C: -1.58073 0.72547 -1.41311
H: -3.41714 -4.78104 -2.23109
C: -5.94821 -9.09463 -4.30769
N: -1.09322 1.55109 -0.78377
H: -4.69810 -8.68626 -2.67744
C: -5.38246 -9.46173 -3.01762
H: -1.62314 1.81708 3.53384
C: 3.11896 0.43456 -0.51500
H: 6.57316 2.15764 0.15125
H: -2.86873 3.36214 2.52367
H: 5.92337 3.39339 -0.93356
H: -3.14835 -0.61079 -1.78464
H: 1.85358 5.18300 0.22961
C: 1.15403 5.38116 -0.58136
H: 4.93558 1.81405 2.51337
O: 0.72491 -0.75492 -2.51284
H: -4.83727 -10.39838 -3.10650
H: 2.54778 0.33994 0.39927
C: 0.73520 1.66228 5.91780
C: -4.05005 -4.23023 -2.92286
H: -2.44511 2.45586 1.11853
C: -4.47347 -2.97849 -2.31278

Here are the natural (NBO) charges for atoms 1 to 6, given in e:
1 O -0.53
2 N -0.36
3 C 0.43
4 C -0.09
5 C -0.09
6 H 0.26



(2)
This record from the OMol25 dataset describes a molecular structure, C18H36AsF6O18Tl. The level of theory is the ωB97M-V functional and the def2-TZVPD basis.

Output
- DFT total energy (eV) = -137918.526
- ΔE to the lowest compared entry with this formula, charge and spin (kJ/mol) = 338.03
- HOMO energy (eV) = -14.918
- charge = +2

Cartesian coordinates (Å):
O: -4.55729 -1.08195 -4.03824
O: 4.45666 1.27015 -1.53121
H: 4.16824 5.04674 2.53056
H: -1.66417 -3.42656 -1.81830
H: -0.12171 6.20379 -0.74306
O: -4.11799 -0.59230 -1.89491
H: 1.24609 -3.38518 1.04282
H: -1.62310 -1.68553 4.97014
H: -2.47015 -2.42799 -0.81241
H: 4.70113 -2.66428 -0.24123
C: -4.57144 -2.13524 -4.97861
H: 3.11819 -1.99987 0.16124
O: 1.42954 4.14757 1.70257
H: 1.58453 -3.01530 2.80160
O: 5.03470 0.79134 0.62363
O: 1.70677 -4.97488 2.27700
C: -3.92063 -1.29293 -2.84199
H: -5.92967 0.57880 2.15758
C: -0.19508 0.92530 -3.39527
H: -5.52849 -2.39341 -5.43195
H: -1.08426 -1.70826 3.31259
C: 1.14590 -3.70464 2.08013
H: 4.32087 3.52601 1.64885
C: -4.99306 0.07235 2.39074
C: -2.06508 -2.41299 -1.82423
H: 2.97459 -8.55452 4.08610
C: -1.51673 -1.06592 4.07971
C: 2.53048 -7.61403 4.41220
F: 1.03727 -0.44457 -0.41551
As: 0.57708 0.60133 0.96138
C: 0.11639 5.14710 -0.62132
H: 5.26758 4.89586 1.07534
O: 2.39225 -6.81568 3.26360
H: 0.79453 0.54897 -3.65441
H: -4.53198 2.35320 -5.13795
O: 4.27734 -0.72157 -0.84220
O: -4.11385 1.06049 2.89378
H: -3.99707 3.11375 -6.67498
H: -0.75956 0.07869 -3.00447
O: -2.86559 -0.47992 3.73408
F: -0.72722 -0.58472 1.30283
C: 4.32560 4.61094 1.54395
H: -5.22440 -0.55450 3.25193
H: 4.43141 -1.55366 1.16545
O: -0.80266 1.49992 -4.54163
H: -0.46386 4.86840 0.25831
O: 1.15596 -5.17984 4.54081
O: -2.67191 1.85850 -3.30739
O: -2.27080 1.68826 3.74271
O: -2.89052 -2.12645 -2.95181
C: 2.01270 4.70155 0.76822
H: -3.82830 -1.85242 -5.72416
F: -0.46422 1.64830 -0.02183
Tl: -0.54234 4.11649 3.84276
H: -0.04567 1.44641 -2.44964
C: 4.43151 2.66026 -1.32962
H: -4.35271 -3.10704 -4.53604
F: 1.61524 -0.34398 2.07355
O: 3.33414 4.99676 0.58902
H: 5.35249 3.00038 -0.85611
C: -3.76299 2.95497 -5.62232
H: -0.67623 -0.39233 4.24685
H: -1.25511 -1.68366 -1.81241
H: 0.07122 4.37979 -1.39417
H: 0.06194 -3.68426 2.19285
C: -2.04000 1.94993 -4.39914
F: 0.05740 1.63581 2.36968
C: 4.18485 -1.77802 0.12768
O: 1.47855 5.20783 -0.27442
C: 1.64670 -5.61552 3.46072
H: 4.39465 3.13444 -2.31038
F: 2.03011 1.69240 0.60894
H: -3.71133 3.94478 -5.16875
H: -4.61243 -0.59156 1.61456
H: 3.29973 -7.35226 5.13873
C: -3.03916 0.79613 3.50985
H: 3.49990 2.89106 -0.81297
C: 4.66845 0.49198 -0.51306
H: 1.59287 -7.87246 4.90435
O: -2.51702 2.33361 -5.53147

Here are the Löwdin charges for atoms 1 to 6, given in e:
1 O 0.04
2 O 0.08
3 H 0.11
4 H 0.11
5 H 0.12
6 O 0.25